C3NO5 | the ωB97M-V functional and the def2-TZVPD basis

Energy above the lowest of the compared OMol25 structures with the same formula, charge and spin in eV: 1.560
Molecular weight in u: 130.03
HOMO in Eh: -0.1573
Total charge: -1

Last column: natural (NBO) charge in e.
CARTESIAN COORDINATES (ANGSTROEM)
N -0.4204 0.5084 0.5048  -0.610
O -0.6103 -0.3676 -1.5610  -0.676
C 1.6387 -0.7806 -0.7802  1.055
C -0.2855 0.7677 1.6358  0.886
O 1.9766 0.2376 -1.1497  -0.538
C -1.1843 0.0647 -0.5624  0.855
O 0.0590 1.1151 2.6799  -0.561
O -2.6967 0.2999 -0.3443  -0.868
O 1.5229 -1.8451 -0.4228  -0.543